1.
Computed, not measured: a cluster of 3 separate species, C6H10N2 in total, with ωB97M-V/def2-TZVPD.

Positions of all 18 atoms, in Å:
1 H -0.1656 2.4628 -1.6518
2 H -1.4265 -0.5805 -1.6000
3 H 1.5343 -0.0891 1.1823
4 C -1.0560 -1.5609 -1.3474
5 H 1.9041 1.5963 1.3895
6 C 1.8666 0.8026 0.6457
7 H -2.7884 -0.6854 1.2710
8 C 0.5129 2.3035 -0.8336
9 N -0.7460 -2.8216 0.7781
10 H 2.8692 0.6157 0.2554
11 C 0.8886 1.0929 -0.4468
12 H 0.5211 0.2082 -0.9919
13 H 0.8210 3.1880 -0.2911
14 H 0.0654 -2.7914 1.3904
15 C -1.8325 -0.2190 1.1573
16 N -1.1331 0.6912 1.3501
17 H -0.9469 -2.2568 -2.1670
18 C -0.8883 -1.9567 -0.0900

The value obtained for the total energy is -9360.1929 eV. Its orbital gap is 9.109 eV. The calculation puts the energy relative to the best compared isomer or geometry (same formula, charge and spin) at 97.87 kcal per mole. Its SMILES is C=C=N.C=CC.C#N. As for the strongest force on any atom: 3.3 eV Å⁻¹. The LUMO energy comes out at 0.0341 eV. The value obtained for the highest occupied orbital energy is -9.075 eV.

***

2.
Computed, not measured: a structure of composition C6H10N2, with ωB97M-V/def2-TZVPD.

Positions of all 18 atoms, in Å:
1 C 2.3588 -0.1852 -0.6243
2 H 2.6921 -0.5894 -1.7307
3 H -0.7192 -2.8438 0.3039
4 H 0.7669 -1.3410 2.0869
5 H 2.9103 0.8985 -0.4217
6 H 0.3708 -1.7057 -0.8156
7 H -0.1014 2.4477 1.6968
8 N 0.8987 0.1638 -0.5338
9 H 2.6284 -1.1094 0.0784
10 H -3.5620 1.0513 -0.6934
11 C -2.5492 0.2542 -0.7968
12 C -0.1043 -0.9586 -0.2304
13 H -1.2191 2.1190 0.0365
14 N 0.8707 1.1199 0.5502
15 C -0.2911 1.8420 0.6620
16 C -0.3522 -1.6577 1.2789
17 H -1.8355 -1.3322 1.9368
18 C -1.4482 -0.3914 -0.7216

The value obtained for the total energy is -9350.8475 eV. Its orbital gap is 8.543 eV. The calculation puts the energy relative to the best compared isomer or geometry (same formula, charge and spin) at 313.38 kcal per mole. As for the strongest force on any atom: 5.6 eV Å⁻¹. The LUMO energy comes out at 0.1492 eV. The value obtained for the highest occupied orbital energy is -8.394 eV.

***

3.
Computed, not measured: the molecule C6H10N2, with ωB97M-V/def2-TZVPD.

Positions of all 18 atoms, in Å:
1 H 1.5576 -2.2607 0.7176
2 H 0.1412 2.0727 -0.1758
3 C -1.7752 1.4483 0.4744
4 N 0.2525 0.1620 0.2087
5 H -0.7331 1.0717 -1.4160
6 H -1.5482 1.8025 1.4809
7 H -1.0315 -1.2716 -0.8229
8 H -2.3292 2.3105 0.1083
9 H -2.5082 0.7034 0.2569
10 C 2.3725 1.7277 -0.4691
11 H 0.5371 -1.3120 -1.4547
12 H 0.0045 -2.0575 1.4629
13 C 0.0747 -1.2206 -0.3942
14 C -0.4991 1.2790 -0.3088
15 H 0.0977 -3.1628 0.0667
16 N 1.8070 0.6256 -0.1157
17 C 0.4833 -2.3109 0.5568
18 C 3.0964 0.3926 -0.1759

The value obtained for the total energy is -9353.3362 eV. Its orbital gap (spin up / spin down) is 7.579 / 7.392 eV. The calculation puts the energy relative to the best compared isomer or geometry (same formula, charge and spin) at 136.07 kcal per mole. As for the strongest force on any atom: 5.7 eV Å⁻¹. The LUMO energy (spin up / spin down) comes out at 0.9338 / -2.1846 eV. The value obtained for the highest occupied orbital energy (spin up / spin down) is -6.645 / -9.576 eV. The spin multiplicity is 3.

***

4.
Computed, not measured: a structure of composition C6H10N2O, with ωB97M-V/def2-TZVPD.

Positions of all 19 atoms, in Å:
1 C 1.6794 2.3025 -0.7559
2 H 1.9830 3.1778 -0.1427
3 H 0.5182 0.0030 1.0415
4 H -0.5177 2.1749 -0.2253
5 C 0.0583 0.2728 -1.2907
6 H -3.1711 -1.3567 2.9206
7 H 2.6089 1.8232 -1.1327
8 H -0.7767 0.5710 -2.0544
9 C -0.5168 -0.5158 0.7188
10 C -2.4608 -1.6434 1.8614
11 H -1.0380 -0.8142 2.7126
12 C 0.4598 1.7145 -0.6621
13 H 0.8255 -1.7714 -1.2635
14 O -2.5604 -2.3790 0.9364
15 N -1.0676 -0.5382 -0.5884
16 H 1.8926 -0.4717 -0.2570
17 C 1.2232 -0.7430 -1.3095
18 H 2.1007 -0.9587 -2.3099
19 N -1.2405 -0.8476 1.8008

The value obtained for the total energy is -11405.4038 eV. Its orbital gap is 9.433 eV. The calculation puts the energy relative to the best compared isomer or geometry (same formula, charge and spin) at 154.14 kcal per mole. As for the strongest force on any atom: 8.5 eV Å⁻¹. The LUMO energy comes out at 0.5714 eV. The value obtained for the highest occupied orbital energy is -8.862 eV.

***

5.
Computed, not measured: the molecule C6H10N2O, with ωB97M-V/def2-TZVPD.

Positions of all 19 atoms, in Å:
1 C 0.6167 -1.6327 1.1234
2 C -1.2055 -0.6236 -0.1728
3 C 1.6455 -0.8156 0.9052
4 H 0.8103 0.4848 -2.1207
5 H 0.7302 0.3539 1.6142
6 H 2.5038 -0.9118 1.5481
7 H 1.9538 -0.2849 -0.0640
8 O 0.0473 1.0797 1.2690
9 H 0.7688 -2.2996 1.9604
10 H -1.1771 -2.3891 0.7386
11 N -0.5898 -1.6673 0.4268
12 H 1.4283 1.5922 -0.6368
13 C -0.3612 0.7127 -0.1450
14 N -2.1581 -0.9825 -0.8177
15 C -0.7262 1.9173 -1.0327
16 H -0.6552 2.8570 -0.5531
17 C 0.5355 1.1528 -1.2869
18 H -1.5798 1.6251 -1.5981
19 H -2.5872 -0.1686 -1.1579

The value obtained for the total energy is -11407.9749 eV. Its orbital gap is 9.521 eV. The calculation puts the energy relative to the best compared isomer or geometry (same formula, charge and spin) at 94.85 kcal per mole. Its SMILES is [H]/N=C(/NC=C)C1(O)CC1. As for the strongest force on any atom: 6.0 eV Å⁻¹. The LUMO energy comes out at 0.9360 eV. The value obtained for the highest occupied orbital energy is -8.585 eV.

***

6.
Computed, not measured: a cluster of 2 separate species, C6H10N2O2 in total, with ωB97M-V/def2-TZVPD.

Positions of all 20 atoms, in Å:
1 C 0.2692 -0.2788 1.3896
2 H -2.4544 -0.4922 1.1219
3 H 1.0631 -2.0216 -0.5940
4 H 0.0960 -1.5535 -3.2161
5 H 2.1554 0.8508 1.9169
6 O 0.0781 0.6709 2.4267
7 H -2.5937 -0.1156 -0.6231
8 N -0.4511 1.2773 -0.1328
9 C 1.1427 0.8940 1.5153
10 C 0.8587 -1.1236 -1.4865
11 N 1.9791 -1.5872 -1.7294
12 H 1.5625 1.9180 -0.3410
13 H -0.8198 1.6423 -1.0355
14 C -1.9763 -0.6022 0.1392
15 H 0.5688 2.8782 0.7912
16 C -0.5986 -0.0230 0.1808
17 C 0.7694 1.8647 0.4197
18 H -1.9031 -1.6808 -0.0648
19 H 0.5052 -1.2976 1.6997
20 O -0.2513 -1.2200 -2.3777

The value obtained for the total energy is -13452.7668 eV. Its orbital gap (spin up / spin down) is 6.408 / 7.705 eV. The calculation puts the energy relative to the best compared isomer or geometry (same formula, charge and spin) at 165.45 kcal per mole. As for the strongest force on any atom: 3.1 eV Å⁻¹. The LUMO energy (spin up / spin down) comes out at -0.1727 / 0.3201 eV. The value obtained for the highest occupied orbital energy (spin up / spin down) is -6.581 / -7.385 eV.

***

7.
Computed, not measured: the molecule C6H10N2O2, with ωB97M-V/def2-TZVPD.

Positions of all 20 atoms, in Å:
1 H -1.9031 0.9251 1.0084
2 H 1.5650 -0.7103 -1.8310
3 O 1.1324 2.9676 -0.9731
4 C 0.8884 1.8703 -0.4921
5 C 0.7873 -1.2973 -1.3151
6 H 1.0783 -2.2416 -0.8089
7 N -0.0826 0.9837 -1.0140
8 H -1.1623 -1.9809 0.4442
9 H -0.8961 0.3168 1.9999
10 O 1.0876 -0.5162 1.8589
11 H -2.5023 -0.3779 2.1268
12 N 1.5780 1.2608 0.4621
13 C -1.2153 -0.9403 0.2718
14 C 0.0210 -0.3844 -0.4045
15 H 0.0051 1.0467 -2.0606
16 C -1.6836 0.0350 1.4439
17 H -2.0974 -0.9981 -0.4291
18 H 0.0420 -1.4881 -2.1039
19 C 1.0012 0.0472 0.7879
20 H 2.3565 1.4820 1.0283

The value obtained for the total energy is -13459.3602 eV. Its orbital gap is 10.790 eV. The calculation puts the energy relative to the best compared isomer or geometry (same formula, charge and spin) at 13.40 kcal per mole. Its SMILES is CC[C@@]1(C)NC(=O)NC1=O. As for the strongest force on any atom: 4.9 eV Å⁻¹. The LUMO energy comes out at 0.6902 eV. The value obtained for the highest occupied orbital energy is -10.100 eV.

***

8.
Computed, not measured: the molecule C6H10N2O2S2, with ωB97M-V/def2-TZVPD.

Positions of all 22 atoms, in Å:
1 S 3.4987 0.7261 0.1312
2 H -3.2353 -0.4895 0.2091
3 H 1.2700 -2.1846 0.7570
4 H -3.9183 1.2608 1.5957
5 S -0.9560 -1.9649 -0.1614
6 H -2.4780 2.0356 -1.2335
7 O 3.4346 0.7261 -1.2716
8 C -3.2422 1.4768 -0.6960
9 H -4.1762 1.2934 -1.1496
10 O 1.8451 0.2903 0.6528
11 H 4.5360 -0.9277 1.6441
12 C -1.2320 -0.2325 -0.1467
13 C 1.0393 -0.1305 -0.3320
14 C -3.0470 1.4780 0.8558
15 H 1.1162 -2.4373 -0.9049
16 N 4.2970 -0.8231 0.6454
17 H 1.5726 0.1336 -1.2446
18 C -2.5786 0.3086 0.0299
19 C 0.7842 -1.6865 -0.1821
20 H 4.0286 -1.5737 0.0703
21 H -2.3963 2.2416 1.0857
22 N -0.1622 0.4795 -0.3543

The value obtained for the total energy is -35126.4511 eV. Its orbital gap is 9.200 eV. The calculation puts the energy relative to the best compared isomer or geometry (same formula, charge and spin) at 58.39 kcal per mole. As for the strongest force on any atom: 5.6 eV Å⁻¹. The LUMO energy comes out at 0.6598 eV. The value obtained for the highest occupied orbital energy is -8.540 eV.

***

9.
Computed, not measured: a structure of composition C6H10N2O3, with ωB97M-V/def2-TZVPD.

Positions of all 21 atoms, in Å:
1 C 3.1779 1.6849 0.6303
2 H 0.1486 -1.6119 2.0598
3 H -1.5422 -1.2737 2.5802
4 C -0.6746 -1.2384 -1.6545
5 H -1.3974 -2.0044 -1.6976
6 H 3.3408 1.5703 1.6681
7 H 1.2933 3.3275 -0.3926
8 C 1.6904 1.4683 -0.0785
9 H 0.2577 -1.5303 -2.2709
10 H 3.5670 2.6919 0.4281
11 N 1.8432 -1.1140 0.2027
12 O -1.3287 -0.8724 0.6364
13 H -0.4945 0.0625 2.2872
14 H -1.0859 -0.3484 -2.0724
15 C -0.3162 -1.0557 -0.2306
16 O 0.6690 -2.0124 0.2622
17 N 1.0155 2.4115 -0.6663
18 O 2.9946 -1.5711 0.1588
19 C 1.3374 0.0578 -0.0561
20 C -0.7003 -0.8720 1.9697
21 H 3.9170 0.9832 0.1753

The value obtained for the total energy is -15499.4665 eV. Its orbital gap is 8.869 eV. The calculation puts the energy relative to the best compared isomer or geometry (same formula, charge and spin) at 196.94 kcal per mole. As for the strongest force on any atom: 5.4 eV Å⁻¹. The LUMO energy comes out at -0.1547 eV. The value obtained for the highest occupied orbital energy is -9.023 eV.

***

10.
Computed, not measured: a cluster of 2 separate species, C6H10N2OS in total, with ωB97M-V/def2-TZVPD.

Positions of all 20 atoms, in Å:
1 C -2.1085 0.4940 -1.7950
2 H -3.0258 0.7402 -2.3669
3 H 2.2793 1.9091 0.2052
4 H 4.0905 -1.1097 1.0150
5 H -0.7074 -0.8273 -1.0125
6 C 3.1029 -0.7352 1.4068
7 H -2.3718 -1.6781 -1.4191
8 C -1.0069 1.8199 -3.4688
9 H 3.2745 0.0884 2.0593
10 N 1.6639 1.1373 0.0162
11 H -0.1666 1.6015 -1.5426
12 C -2.4348 0.2038 -0.2849
13 C -1.0353 1.4178 -2.1746
14 O 1.1198 -1.1848 -0.3362
15 H 2.5070 -1.6300 1.7263
16 H -3.4331 -0.0970 -0.0171
17 H -2.0122 0.9022 0.4225
18 N -0.7804 1.9936 -4.5796
19 C -1.7801 -0.8200 -1.1153
20 S 2.2721 -0.2862 -0.2248

The value obtained for the total energy is -22241.1370 eV. Its orbital gap (spin up / spin down) is 9.401 / 5.368 eV. The calculation puts the energy relative to the best compared isomer or geometry (same formula, charge and spin) at 153.77 kcal per mole. As for the strongest force on any atom: 3.1 eV Å⁻¹. The LUMO energy (spin up / spin down) comes out at -0.3954 / -2.3934 eV. The value obtained for the highest occupied orbital energy (spin up / spin down) is -9.797 / -7.762 eV.